Here is C33H29F4IrN4O4S3Si as an isolated structure from OMol25. Energies are from ωB97M-V/def2-TZVPD.

electronic energy: -102937.942 eV
LUMO level (spin up / spin down): 2.0569 / 2.0432 eV
frontier orbital gap (spin up / spin down): 0.2394 / 0.2538 hartree
largest force on an atom: 0.409 eV/A
energy above the lowest of the compared OMol25 structures with the same formula, charge and spin: 0.375 eV

```
! RIJCOSX wB97M-V def2-TZVPD def2/J DEFGRID3
* xyz -1 2
Ir -0.346 -0.637 -0.175
C -2.125 -0.197 2.323
N -1.590 0.637 1.240
C -2.701 1.385 0.633
C -0.591 1.581 1.784
C 0.699 0.874 2.149
N 1.169 0.125 0.996
C 2.457 -0.334 1.009
C 3.135 -0.588 -0.201
F 2.530 -0.283 -1.361
C 4.416 -1.081 -0.259
F 4.976 -1.275 -1.462
C 5.155 -1.338 0.881
C 4.536 -1.059 2.079
F 5.192 -1.289 3.238
C 3.246 -0.574 2.153
F 2.742 -0.387 3.398
H -1.277 -0.521 2.924
H -3.171 -1.401 -0.653
H -2.784 0.427 2.948
H -3.143 2.064 1.373
H -3.466 0.689 0.296
H -2.333 1.959 -0.214
H -1.008 2.106 2.656
H -0.405 2.312 0.997
H 0.544 0.253 3.038
H 1.426 1.641 2.440
H 6.158 -1.732 0.833
S -2.067 -1.508 -1.424
C -2.454 -0.217 -2.589
C -3.569 -0.424 -3.442
N -4.500 -0.619 -4.094
C -1.625 0.865 -2.674
S -0.277 1.166 -1.672
C -1.890 1.854 -3.689
N -2.103 2.661 -4.479
O -2.839 -1.294 1.829
Si -2.700 -2.760 2.637
C -3.189 -4.096 1.444
C -4.292 -4.912 1.711
C -4.632 -5.954 0.861
C -3.864 -6.203 -0.269
C -2.763 -5.406 -0.550
C -2.436 -4.356 0.294
C -0.959 -2.930 3.296
C 0.079 -3.384 2.474
C 1.397 -3.374 2.911
C 1.701 -2.932 4.189
C 0.686 -2.493 5.029
C -0.627 -2.486 4.582
C -3.911 -2.701 4.065
C -3.821 -3.574 5.152
C -4.760 -3.545 6.174
C -5.809 -2.638 6.127
C -5.917 -1.762 5.056
C -4.976 -1.798 4.035
H -4.894 -4.730 2.594
H -5.492 -6.575 1.082
H -4.121 -7.023 -0.928
H -2.134 -5.596 -1.408
H -1.566 -3.758 0.046
H -0.119 -3.724 1.469
H 2.183 -3.694 2.238
H 2.731 -2.908 4.523
H 0.920 -2.136 6.025
H -1.405 -2.118 5.243
H -3.004 -4.285 5.202
H -4.672 -4.230 7.008
H -6.542 -2.613 6.924
H -6.735 -1.054 5.014
H -5.070 -1.114 3.199
C 0.906 -2.666 -2.867
S 1.186 -3.463 -1.305
O 2.610 -3.663 -1.187
O 0.364 -4.657 -1.315
O 0.705 -2.512 -0.239
H 1.373 -1.686 -2.869
H -0.165 -2.595 -3.045
H 1.359 -3.311 -3.617
*
```



Here is C14H19F9NO3Si2 as an isolated structure from OMol25. Energies are from ωB97M-V/def2-TZVPD.

electronic energy: -62675.177 eV
LUMO level: 0.1996 eV
frontier orbital gap: 0.1378 hartree
largest force on an atom: 0.954 eV/A

```
! RIJCOSX wB97M-V def2-TZVPD def2/J DEFGRID3
* xyz -1 1
O 6.470 -0.560 4.262
C 5.290 -0.652 4.258
C 4.246 0.358 4.580
C 3.103 -0.048 4.039
C 1.809 0.720 4.205
F 2.011 1.596 5.244
F 1.524 1.460 3.112
C 0.550 -0.087 4.639
F -0.428 0.813 4.895
F 0.875 -0.714 5.803
C 0.000 -1.142 3.632
F 0.562 -2.343 3.917
F 0.296 -0.776 2.381
C -1.543 -1.332 3.728
F -1.930 -1.470 5.002
F -2.183 -0.308 3.177
F -1.871 -2.444 3.067
C 3.407 -1.326 3.298
O 2.899 -1.828 2.367
O 4.614 -1.784 3.838
H 4.407 1.244 5.171
C -3.096 2.866 -4.214
Si -2.188 1.212 -4.019
C -1.124 1.020 -5.583
C -3.531 -0.129 -4.125
N -1.328 1.227 -2.587
Si -0.371 0.008 -1.966
C 1.118 -0.462 -3.049
C -1.294 -1.611 -1.589
C 0.356 0.572 -0.308
H -3.678 2.906 -5.144
H -3.781 3.019 -3.377
H -2.378 3.689 -4.225
H -1.697 1.250 -6.490
H -0.746 0.000 -5.686
H -0.271 1.700 -5.541
H -4.122 -0.141 -3.207
H -3.095 -1.122 -4.266
H -4.214 0.049 -4.966
H 0.808 -1.030 -3.930
H 1.839 -1.081 -2.499
H 1.635 0.439 -3.386
H -2.219 -1.398 -1.049
H -0.688 -2.286 -0.970
H -1.547 -2.150 -2.505
H -0.449 0.799 0.394
H 0.953 1.476 -0.450
H 0.999 -0.199 0.126
*
```



Here is C23H17IrN3O4 as an isolated structure from OMol25. Energies are from ωB97M-V/def2-TZVPD.

electronic energy: -39619.828 eV
LUMO level: -4.3334 eV
frontier orbital gap: 0.2496 hartree
largest force on an atom: 0.919 eV/A
energy above the lowest of the compared OMol25 structures with the same formula, charge and spin: 0.060 eV

```
! RIJCOSX wB97M-V def2-TZVPD def2/J DEFGRID3
* xyz 1 1
Ir -0.833 -0.393 -1.685
C -0.858 -3.471 -2.595
O -0.924 -2.489 -1.534
C -0.899 -2.893 -0.203
C -0.827 -4.222 0.170
C -0.827 -4.540 1.521
C -0.903 -3.542 2.483
C -0.980 -2.214 2.103
C -0.975 -1.879 0.756
N -1.022 -0.527 0.279
N -0.964 0.386 1.155
C -0.911 1.691 0.831
C -0.958 2.224 -0.490
O -1.177 1.515 -1.568
C -0.823 3.623 -0.687
C -0.690 4.456 0.373
C -0.692 3.982 1.721
C -0.604 4.880 2.801
C -0.625 4.420 4.091
C -0.727 3.042 4.333
C -0.811 2.149 3.293
C -0.797 2.601 1.964
H 0.069 -4.035 -2.514
H -0.884 -2.901 -3.518
H -1.724 -4.124 -2.525
H -0.786 -5.007 -0.570
H -0.772 -5.578 1.817
H -0.904 -3.799 3.533
H -1.047 -1.424 2.836
H -0.831 3.981 -1.706
H -0.577 5.520 0.205
H -0.526 5.940 2.595
H -0.568 5.113 4.919
H -0.742 2.679 5.352
H -0.898 1.091 3.490
O 0.820 -0.472 -5.375
C 0.498 -0.458 -4.217
O -0.713 -0.484 -3.731
C 1.567 -0.461 -3.133
C 2.917 -0.464 -3.410
C 3.819 -0.482 -2.359
C 3.340 -0.502 -1.056
C 1.979 -0.499 -0.835
N 1.118 -0.482 -1.865
H 3.217 -0.446 -4.449
H 4.884 -0.478 -2.549
H 4.010 -0.518 -0.209
H 1.561 -0.509 0.160
*
```



Here is the molecule C6H8S in a non-equilibrium geometry from OMol25. Energies are from ωB97M-V/def2-TZVPD.

electronic energy: -17183.462 eV
LUMO level: 0.9264 eV
frontier orbital gap: 0.3400 hartree
largest force on an atom: 1.705 eV/A
energy above the lowest of the compared OMol25 structures with the same formula, charge and spin: 3.009 eV

```
! RIJCOSX wB97M-V def2-TZVPD def2/J DEFGRID3
* xyz 0 1
C 1.911 1.509 -0.096
C 1.127 0.483 0.143
S 1.562 -1.232 0.048
C -0.248 -1.901 0.051
C -0.912 -0.599 -0.415
C -1.655 0.708 0.010
C -0.297 0.417 0.525
H 2.924 1.396 -0.433
H 1.501 2.524 -0.096
H -0.297 -2.668 -0.712
H -0.486 -2.141 1.093
H -0.670 -0.502 -1.469
H -2.457 0.724 0.721
H -1.682 1.365 -0.861
H -0.320 -0.082 1.491
*
```